[1]
Formula: C6H10O
Source: the Open Molecules 2025 dataset
Level of theory: ωB97M-V with the def2-TZVPD basis set

Results
Energy above the lowest of the compared OMol25 structures with the same formula, charge and spin (kJ/mol): 80.9
Structure (SMILES): O=CCCC1CC1
E_tot (Eh): -309.81157
Highest occupied orbital energy (eV): -9.82
LUMO (eV): 1.094

XYZ file:
```
17
Properties=species:S:1:pos:R:3:forces:R:3
O 1.4653 -1.4622 1.8023 0.321 0.153 -0.329
C 2.0741 -1.0466 0.8449 -0.173 -0.145 0.220
C 1.5690 0.0258 -0.0861 -0.095 -0.007 -0.052
C 0.3812 0.8286 0.4663 -0.090 0.054 0.036
C -0.8050 0.7738 -0.4802 0.130 0.100 -0.077
C -1.3241 -0.5855 -0.8362 -0.277 -0.168 -0.019
C -2.1754 0.3647 -0.0277 -0.160 -0.048 0.040
H 3.0519 -1.4940 0.5654 -0.085 0.025 0.059
H 2.4096 0.6474 -0.4165 -0.094 -0.104 0.083
H 1.2342 -0.5365 -0.9785 0.236 0.180 0.167
H 0.6734 1.8685 0.6442 -0.023 -0.123 -0.014
H 0.0998 0.4123 1.4414 0.016 0.003 -0.213
H -0.7789 1.4947 -1.2956 0.016 -0.116 0.096
H -1.6035 -0.7961 -1.8644 0.006 0.039 0.171
H -0.9015 -1.4307 -0.2956 -0.055 0.137 -0.107
H -3.0446 0.8117 -0.5042 0.221 -0.039 0.051
H -2.3255 0.1242 1.0207 0.105 0.058 -0.113
```
Positions in Å, forces in eV/Å.

Mulliken population analysis, charges in e, atoms 1 to 4: number 1, O, carries -0.4721; number 2, C, carries -0.0247; number 3, C, carries -0.5818; number 4, C, carries -0.7308

---

[2]
Formula: C6H10O
Source: the Open Molecules 2025 dataset
Level of theory: ωB97M-V with the def2-TZVPD basis set

Results
Energy above the lowest of the compared OMol25 structures with the same formula, charge and spin (kJ/mol): 111.2
Structure (SMILES): C[C@H]1C[C@H]1CC=O
E_tot (Eh): -309.80002
Highest occupied orbital energy (eV): -9.72
LUMO (eV): 1.064

XYZ file:
```
17
Properties=species:S:1:pos:R:3:forces:R:3
C 0.7674 1.7489 0.6264 0.019 0.202 0.136
C 1.3004 0.5522 -0.1062 -0.151 0.321 0.037
C 1.2158 -0.7855 0.5684 -0.177 0.031 0.169
C 0.2566 -0.4137 -0.5631 0.590 -0.273 -0.303
C -1.2514 -0.1230 -0.5153 -0.812 -0.472 -0.052
C -1.9691 -1.4735 -0.3649 0.321 0.130 0.000
O -1.3740 -2.5068 -0.5288 -0.448 -0.096 -0.002
H 1.5292 2.1947 1.2656 -0.027 0.118 0.016
H -0.0772 1.4496 1.2572 0.226 0.152 -0.020
H 0.4038 2.4995 -0.0837 0.068 0.036 0.150
H 2.1508 0.7440 -0.7630 -0.210 -0.126 0.159
H 2.0502 -1.4861 0.4203 -0.741 0.160 -0.311
H 0.8226 -0.8394 1.5771 -0.011 0.237 0.024
H 0.5097 -0.9760 -1.4644 -0.266 0.298 0.137
H -1.5078 0.3419 -1.4900 -0.051 -0.466 0.222
H -1.7907 0.5728 0.1847 1.311 -0.494 -0.069
H -3.0363 -1.4997 -0.0203 0.359 0.243 -0.292
```
Positions in Å, forces in eV/Å.

Mulliken population analysis, charges in e, atoms 1 to 4: number 1, C, carries -1.4047; number 2, C, carries 0.2536; number 3, C, carries -0.6864; number 4, C, carries -0.0687

---

[3]
Formula: C6H10O
Source: the Open Molecules 2025 dataset
Level of theory: ωB97M-V with the def2-TZVPD basis set

Results
Energy above the lowest of the compared OMol25 structures with the same formula, charge and spin (kJ/mol): 264.7
Structure (SMILES): CO[C@H](C)C1C=C1
E_tot (Eh): -309.74157
Highest occupied orbital energy (eV): -9.07
LUMO (eV): 1.201

XYZ file:
```
17
Properties=species:S:1:pos:R:3:forces:R:3
C 1.6857 -1.0701 0.4523 0.151 -0.244 0.111
O 1.2515 0.1206 -0.1540 0.008 0.093 0.017
C -0.0053 0.0320 -0.7955 -0.190 0.028 -0.123
C -0.1724 1.3263 -1.5808 -0.005 0.031 -0.028
C -1.1703 -0.1238 0.1822 -0.072 0.002 -0.251
C -1.0495 -0.6667 1.5730 -0.018 0.200 0.089
C -1.1467 0.6200 1.4819 0.004 -0.166 0.130
H 1.4453 -1.9503 -0.1615 0.055 0.110 0.017
H 2.7695 -1.0032 0.5722 -0.099 -0.006 -0.058
H 1.2411 -1.2108 1.4437 0.093 -0.018 -0.105
H 0.0031 -0.8248 -1.4951 0.015 0.085 0.142
H 0.6228 1.4428 -2.3229 -0.103 -0.050 0.103
H -0.1262 2.1745 -0.8888 -0.008 -0.114 -0.101
H -1.1407 1.3520 -2.0923 0.143 -0.040 0.075
H -2.1238 -0.2575 -0.3446 0.136 0.075 0.080
H -0.9354 -1.5523 2.1804 -0.048 0.171 -0.082
H -1.1485 1.5914 1.9498 -0.062 -0.155 -0.014
```
Positions in Å, forces in eV/Å.

Mulliken population analysis, charges in e, atoms 1 to 4: number 1, C, carries -0.6693; number 2, O, carries -0.3911; number 3, C, carries 0.3763; number 4, C, carries -1.4205

---

[4]
Formula: C6H10O
Source: the Open Molecules 2025 dataset
Level of theory: ωB97M-V with the def2-TZVPD basis set

Results
Energy above the lowest of the compared OMol25 structures with the same formula, charge and spin (kJ/mol): 69.9
E_tot (Eh): -309.81573
Highest occupied orbital energy (eV): -9.61
LUMO (eV): 1.059

XYZ file:
```
17
Properties=species:S:1:pos:R:3:forces:R:3
C -1.7135 0.7992 0.8978 -0.009 -0.008 0.012
C -0.5131 0.2413 0.1700 -0.168 0.055 0.357
C 0.7046 1.0955 -0.2258 0.095 0.090 0.025
C 0.7251 0.0141 -1.3129 0.315 -0.041 -0.255
C 1.1119 -1.2675 -0.5568 0.067 -0.039 -0.046
C 0.1344 -1.0821 0.6347 -0.024 -0.032 0.056
O -0.7233 -0.0281 -1.2515 -0.109 -0.039 -0.076
H -2.4283 1.1973 0.1710 0.134 -0.030 0.102
H -1.4129 1.6190 1.5580 -0.026 -0.129 -0.050
H -2.2189 0.0415 1.5043 0.051 0.061 -0.121
H 1.5448 1.1739 0.4734 -0.132 -0.039 -0.123
H 0.4084 2.0714 -0.6169 0.018 -0.142 0.040
H 1.1260 0.1778 -2.3147 -0.065 -0.029 0.148
H 2.1679 -1.2984 -0.2692 -0.160 0.043 -0.030
H 0.8844 -2.1533 -1.1560 0.033 0.121 0.103
H -0.6082 -1.8825 0.6980 0.060 0.141 -0.005
H 0.6348 -0.9898 1.6045 -0.079 0.018 -0.138
```
Positions in Å, forces in eV/Å.

Mulliken population analysis, charges in e, atoms 1 to 4: number 1, C, carries -1.4896; number 2, C, carries 0.9987; number 3, C, carries -0.6797; number 4, C, carries -0.1365

---

[5]
Formula: C6H10O
Source: the Open Molecules 2025 dataset
Level of theory: ωB97M-V with the def2-TZVPD basis set

Results
Energy above the lowest of the compared OMol25 structures with the same formula, charge and spin (kJ/mol): 177.4
Structure (SMILES): C=C/C=C/C=C.O
E_tot (Eh): -309.77481
Highest occupied orbital energy (eV): -8.64
LUMO (eV): 0.290

XYZ file:
```
17
Properties=species:S:1:pos:R:3:forces:R:3
C 1.7630 0.5885 2.1397 0.355 -0.077 0.841
C 0.5483 0.2671 1.7179 0.003 -0.214 -0.583
C 0.2088 -0.1303 0.3379 -0.113 0.917 -0.351
C 1.0040 -0.6068 -0.6148 0.887 -0.921 0.249
C 0.7141 -0.8781 -2.0380 0.228 1.299 0.576
C -0.1552 -0.1666 -2.7557 0.092 -1.340 -0.605
H 1.9281 0.9559 3.1526 -0.167 -0.178 -0.154
H 2.6776 0.4554 1.5726 -0.238 0.171 -0.349
H -0.3167 0.3534 2.3670 0.146 0.204 0.135
H -0.7539 0.2579 0.0232 -0.269 -0.400 -0.034
H 2.0261 -0.8851 -0.3303 -0.301 -0.033 0.060
H 1.4310 -1.5396 -2.5240 -0.391 -0.017 -0.025
H -0.8753 0.5238 -2.3571 0.062 0.328 0.230
H -0.2363 -0.4261 -3.8055 -0.155 0.293 -0.043
O -3.1188 0.6388 1.0144 -0.375 0.346 0.261
H -3.1342 1.3591 0.3698 0.195 -0.412 0.071
H -2.5022 -0.0328 0.7206 0.041 0.035 -0.280
```
Positions in Å, forces in eV/Å.

Mulliken population analysis, charges in e, atoms 1 to 4: number 1, C, carries -0.7555; number 2, C, carries -0.1180; number 3, C, carries 0.3679; number 4, C, carries -0.2744

---

[6]
Formula: C6H10O2
Source: the Open Molecules 2025 dataset
Level of theory: ωB97M-V with the def2-TZVPD basis set

Results
Energy above the lowest of the compared OMol25 structures with the same formula, charge and spin (kJ/mol): 401.2
Structure (SMILES): C[C@]12CCOC[C@@H]1O2
E_tot (Eh): -384.94959
Highest occupied orbital energy (eV): -9.27
LUMO (eV): 0.932

XYZ file:
```
18
Properties=species:S:1:pos:R:3:forces:R:3
C 1.2838 0.4919 1.0590 1.683 -1.370 -1.692
C 0.9104 0.0656 -0.3839 0.134 -1.755 0.787
C 0.0010 1.0365 -1.0429 0.572 1.253 1.500
C -1.2937 0.7515 -0.1836 0.029 0.098 -1.066
O -1.7118 -0.6423 -0.1645 0.008 1.727 -0.029
C -0.7438 -1.4767 0.4177 0.105 -2.401 0.866
C 0.3944 -1.2874 -0.6237 -0.993 0.894 -0.462
O 1.8008 -1.0010 -0.8181 -1.040 0.261 0.294
H 1.5110 -0.3415 1.7457 0.331 0.122 -0.722
H 2.1752 1.0945 0.8242 -0.161 0.054 0.939
H 0.5282 1.0054 1.5580 -0.893 1.395 0.610
H -0.1812 0.9613 -2.0962 0.167 -0.074 -0.494
H 0.4172 2.0178 -0.7070 -0.885 -0.004 -0.895
H -1.0208 1.0853 0.8177 -0.829 -0.059 -0.011
H -2.1114 1.3454 -0.6147 0.042 -0.401 0.425
H -1.1530 -2.5155 0.2785 0.172 0.944 0.725
H -0.6249 -1.2039 1.5342 0.337 -0.599 -1.785
H -0.1815 -1.3873 -1.6005 1.220 -0.085 1.010
```
Positions in Å, forces in eV/Å.

Mulliken population analysis, charges in e, atoms 1 to 4: number 1, C, carries -1.4551; number 2, C, carries 0.8221; number 3, C, carries -0.5461; number 4, C, carries -0.5690